# 1
18
Properties=species:S:1:pos:R:3:forces:R:3 method="wB97M-V/def2-TZVPD" orbital_gap_ev=9.5 relative_energy_kj_mol=171.4 e_lumo_ev=0.73 mol_weight_da=118.13 e_tot_ha=-422.1913
C -2.15147 0.13263 -1.58843 0.2 0.0 0.4
H -2.22156 -0.87884 -1.97173 -0.1 -0.2 -0.1
H -1.14418 1.16668 0.02126 0.0 0.0 0.1
C 1.41411 0.44456 0.87803 0.8 -1.7 1.2
O 1.80653 -1.67581 -0.22484 0.1 0.1 0.2
H 1.42450 1.93559 2.34315 0.0 0.4 -0.1
O 2.55973 0.82731 0.27180 -0.1 0.0 -0.2
C -1.27030 0.14581 -0.34615 -0.3 -0.1 0.0
H 2.83769 0.10301 -0.31079 0.0 0.1 0.0
H -3.14910 0.48844 -1.34197 -0.1 0.0 0.0
H 0.21264 -1.40021 1.12690 0.3 0.0 -0.3
O -0.00890 -0.38922 -0.70051 0.0 -1.3 -0.5
H 1.40542 -2.17965 -0.94395 -0.1 0.1 0.0
C 0.91190 1.08845 1.92683 0.2 0.0 -0.3
C 0.82536 -0.89060 0.35943 -0.9 2.6 -0.5
H -1.72537 -0.45642 0.45892 0.1 0.1 -0.1
H 0.00335 0.76548 2.39843 -0.1 -0.2 0.1
H -1.73034 0.77279 -2.35638 0.1 0.1 -0.1

---

# 2
131
Properties=species:S:1:pos:R:3:forces:R:3 method="wB97M-V/def2-TZVPD" orbital_gap_ev=6.7 spin_multiplicity=6 relative_energy_kj_mol=0.0 e_lumo_ev=-0.97 mol_weight_da=1034.99 e_tot_ha=-5643.5893 s2=8.76
C -3.46523 -23.53203 18.47069 -0.2 0.4 -0.2
H -8.98003 -28.79605 15.17090 0.0 0.1 0.0
C -11.08400 -26.48999 19.48123 0.0 -0.4 0.3
C -12.21844 -20.18781 18.35251 0.3 0.0 1.1
C -15.70577 -18.25500 18.35218 0.1 0.3 0.5
H -4.60119 -26.84110 16.42069 0.2 0.5 0.1
O -8.87098 -24.97088 17.07049 0.1 0.2 -0.4
F -2.71035 -24.00176 21.78122 0.3 0.3 0.1
C -12.95812 -25.33197 19.88164 -0.1 0.7 0.2
H -6.63804 -28.78695 17.09712 0.1 -0.5 0.0
H -8.12604 -25.90876 13.49558 -0.1 0.1 -0.1
N -9.19816 -29.55283 17.09114 -0.2 0.6 0.2
H -5.66163 -31.06752 17.06645 -0.1 0.4 0.1
O -10.27038 -21.48195 18.41562 -0.2 0.0 -0.8
C -12.15279 -24.57543 19.05032 0.4 -0.9 0.1
H -15.39886 -19.19017 20.73514 0.3 -0.1 0.5
H -4.02602 -19.57837 16.90029 -0.1 0.1 0.0
H -8.69709 -27.54189 16.35714 -0.2 -0.2 0.7
H -4.36213 -23.18601 18.97658 0.1 -0.1 0.2
O -6.82082 -26.30750 17.27110 -0.9 -1.7 -2.4
H -10.23682 -19.41471 18.26045 0.2 -0.1 0.0
C -14.48762 -19.19842 20.12670 -0.8 -0.1 -0.6
Fe -6.02410 -25.86961 18.97594 1.0 0.1 1.3
H -10.73742 -30.30303 19.15737 0.0 -0.1 0.1
O -8.18592 -28.72669 19.38113 -0.8 -0.4 0.0
C -10.78821 -20.29728 17.90246 -0.4 0.4 -0.1
H -8.69196 -22.74220 18.30086 -0.1 0.0 -0.2
N -12.22946 -20.33888 19.86712 -0.8 0.3 0.0
C -4.47273 -20.28631 16.22057 0.2 0.4 -0.4
F -3.67024 -23.69002 23.71072 0.2 0.3 0.2
H -4.84926 -22.09044 13.49179 0.0 0.0 0.1
C -3.06834 -26.21176 13.14107 -0.3 -0.2 -0.8
H -2.77341 -28.18456 15.78740 -0.1 0.0 0.0
H -16.71324 -18.27245 18.77757 0.0 -0.2 0.0
H -6.55339 -28.25387 15.43627 0.0 -0.1 -0.1
F -3.67645 -25.64469 22.77864 0.1 0.0 0.2
H -5.88440 -25.01886 14.05865 0.3 0.1 0.2
H -10.28531 -25.06772 18.14400 0.0 -0.2 0.5
C -4.10821 -20.50683 14.85399 -0.3 -0.3 0.8
H -2.26957 -27.66264 20.79218 0.1 0.0 -0.2
H -13.37192 -20.25664 21.58172 -0.3 -0.4 0.1
H -5.95481 -21.35060 17.47353 0.1 -0.1 0.0
H -12.58461 -27.31145 20.85480 0.0 0.0 0.0
C -2.94892 -26.32206 19.29323 0.0 1.0 0.8
H -11.72983 -19.54805 20.27502 0.2 -0.1 -0.1
H -15.22487 -17.33122 18.69493 -0.1 0.1 -0.2
H -10.81887 -20.22335 16.80859 0.3 -0.3 0.0
H -11.13851 -32.87343 19.38841 0.1 0.1 -0.1
C -3.13325 -27.55915 20.12751 0.6 -0.6 0.1
H -3.17476 -28.44782 19.49448 -0.2 -0.1 0.2
C -9.12393 -26.29850 13.59183 0.1 -0.5 0.6
H -6.32657 -22.78376 15.45708 0.5 0.1 -0.1
C -10.98625 -27.55073 13.58625 -1.3 0.1 0.7
H -1.96761 -26.23628 18.81086 0.0 -0.5 -0.2
N -9.90772 -25.93982 14.64851 -0.9 0.4 0.1
H -2.63034 -23.62350 19.16387 -0.2 -0.2 0.2
S -7.34411 -27.82907 20.15974 0.8 0.7 0.1
C -4.84285 -21.59384 14.45138 0.1 -0.2 -1.0
O -5.18895 -22.55081 21.28525 0.1 -0.6 0.0
O -6.73996 -24.26937 18.08521 -0.8 2.3 -0.3
O -6.96289 -30.27938 15.61994 0.0 -0.3 0.3
H -1.86884 -27.90683 17.27523 -0.1 0.0 0.0
H -8.90070 -21.82417 16.78887 -0.6 0.1 -0.1
C -12.26574 -26.52509 20.19130 0.1 -0.1 -0.4
H -11.72357 -21.19154 20.12877 0.2 0.0 -0.2
C -9.76452 -27.32921 12.93681 0.6 -0.1 -0.2
C -3.91631 -27.10798 17.23428 -1.4 -1.1 -1.2
H -8.75963 -29.37095 18.02623 -0.1 0.1 0.2
C -5.27901 -26.60804 12.83771 0.4 0.3 0.6
H -12.20456 -23.56369 18.68632 -0.2 0.0 -0.2
H -8.97298 -30.51059 16.81710 0.3 0.1 -0.2
C -3.66662 -24.76303 17.59413 0.8 0.4 0.2
H -9.33272 -27.95500 12.17133 -0.1 0.3 -0.2
H -11.78820 -26.48534 15.42328 -0.2 -0.1 -0.2
N -5.10901 -25.49319 13.61951 -0.4 -0.3 -0.5
N -5.64731 -22.02274 15.46142 -0.1 0.9 0.6
S -5.36264 -23.92490 21.70134 -0.8 0.7 0.2
O -7.64131 -26.38098 19.88300 -2.7 0.9 0.7
C -8.54030 -28.59504 16.15182 0.2 -1.0 -1.3
N -11.03258 -25.33532 18.78653 -0.2 1.0 -0.2
H -12.25830 -30.34697 18.24513 -0.1 -0.5 0.0
H -4.41268 -24.58032 16.82394 -0.1 0.0 0.0
H -10.25021 -27.17419 19.46937 0.0 0.0 0.0
H -6.27600 -26.97532 12.66430 0.1 -0.2 -0.2
H -3.40042 -19.92545 14.28994 0.1 -0.2 -0.1
H -14.06740 -21.31448 20.27556 0.0 -0.1 0.1
H -15.77090 -18.25370 17.26929 0.1 -0.2 0.0
H -8.24264 -21.07467 18.25544 -0.2 0.2 -0.1
H -12.59823 -19.18928 18.17320 -0.3 -0.1 -0.4
H -12.86161 -20.98184 17.98432 0.0 0.2 -0.2
H -2.68743 -24.85683 17.11091 -0.2 -0.4 -0.3
H -2.13438 -26.58562 16.12694 0.1 -0.1 -0.1
C -7.06852 -28.95755 16.10210 -0.2 1.0 0.0
H -2.90372 -25.48714 19.99041 -0.5 0.1 -0.2
C -3.78188 -25.23174 13.77526 -0.1 0.3 0.6
C -5.73834 -30.85775 15.99397 0.8 -0.7 0.0
H -3.84951 -27.94092 11.90738 0.2 0.0 0.0
H -3.49617 -24.37950 14.37217 0.2 0.0 -0.1
H -9.73622 -25.26363 15.39015 0.5 -0.2 -0.4
O -14.92037 -19.35409 18.78883 0.3 -0.1 -0.2
O -5.42498 -24.87391 20.55742 1.0 0.3 0.5
C -2.58882 -27.46443 16.58291 0.3 0.3 0.5
C -11.17678 -30.50184 18.17374 0.3 0.7 -0.4
C -4.02549 -27.07197 12.52232 -0.3 -0.3 -0.1
H -12.49005 -32.83835 18.28084 0.0 0.2 -0.4
C -11.39601 -32.84419 18.32076 0.3 -0.4 0.7
H -5.58132 -31.83431 15.53048 -0.5 0.1 -0.3
H -3.15425 -22.71814 17.80916 -0.2 -0.1 -0.2
H -14.01651 -18.21510 20.26149 0.3 -0.1 0.1
H -4.42909 -28.01937 17.55826 0.4 0.1 0.6
O -7.29414 -28.10854 21.56054 0.0 -0.4 -0.2
H -11.00831 -33.75192 17.86349 -0.1 0.0 -0.1
H -13.91856 -25.02316 20.26534 0.0 0.0 0.1
C -3.74330 -24.32589 22.56142 -1.1 -0.7 -1.0
H -10.97388 -28.47480 17.51943 0.2 0.1 0.0
H -3.97798 -27.52886 20.80904 -0.3 0.1 -0.4
S -7.42135 -24.97693 16.93824 1.4 0.0 1.1
H -11.80262 -28.22392 13.36804 0.3 -0.2 -0.3
O -6.00050 -27.75738 19.47279 1.7 -1.9 0.0
O -10.77191 -31.75778 17.68054 -0.6 0.1 -0.2
C -13.60275 -20.36554 20.52333 0.5 0.6 -0.1
C -11.07241 -26.66121 14.63689 0.9 0.1 -0.1
N -3.99772 -26.06434 18.27299 1.1 0.5 -0.3
H -4.88366 -30.25125 15.67782 -0.1 0.2 0.1
C -5.44715 -21.18424 16.53629 -0.1 -0.7 0.3
C -8.98590 -21.78525 17.87603 1.1 -0.4 1.0
H -2.00579 -26.27882 12.98167 0.1 0.1 0.3
O -6.94913 -24.48272 15.65239 -0.7 -0.1 -0.1
C -10.67750 -29.46629 17.17948 0.0 0.1 0.4
H -11.10161 -29.62364 16.18996 0.1 -0.1 -0.1
O -6.39139 -24.19652 22.66698 0.5 0.0 -0.1

---

# 3
65
Properties=species:S:1:pos:R:3:forces:R:3 method="wB97M-V/def2-TZVPD" orbital_gap_ev="5.5 / 5.5" spin_multiplicity=8 relative_energy_kj_mol=66.5 e_lumo_ev="2.41 / 2.41" mol_weight_da=731.26 e_tot_ha=-7389.2657 total_charge=-1 s2=15.76
C 3.81876 -5.30962 -0.72799 0.0 -1.2 0.6
H 3.01655 5.15827 -1.59703 0.7 -0.3 -0.6
H -5.50843 -1.37791 -0.80825 0.0 0.4 0.1
H 2.02685 6.44567 0.70118 0.4 -0.4 0.6
C 2.03057 -5.76455 1.52958 0.2 -1.0 -1.2
C 4.71290 5.03404 0.85779 -0.4 -1.3 0.5
H -2.21439 -0.98783 -1.89635 0.0 -1.5 0.7
H 4.11681 4.95778 1.75261 -0.1 -0.2 0.7
C 3.03844 -4.17607 -0.11806 0.1 0.9 1.3
H 1.38814 4.56380 -1.56597 0.4 -0.5 0.4
H 3.50210 -5.39492 -1.77974 0.3 -0.3 0.2
H -3.90520 4.56665 1.19196 0.2 -1.0 -0.4
H 2.95898 -6.33885 1.67090 -0.2 0.2 0.2
H 0.21430 -5.02747 -1.83943 -0.5 0.7 1.3
C -2.24458 -2.10116 -1.60733 -0.4 1.5 -1.9
C -2.48700 1.72450 -0.98754 1.0 0.3 -0.9
N 0.73738 3.04194 0.12691 -2.8 -1.0 -0.5
S 3.53233 -2.56632 -0.84362 -0.6 -0.8 0.3
H -0.17520 -4.41960 -0.08080 -0.1 -0.5 -0.2
C -3.52156 3.70535 0.59802 1.8 1.8 1.8
H 4.36240 5.94197 0.44354 0.2 1.1 -0.8
C -3.44850 -4.06732 0.68285 -0.6 -1.4 0.1
Ge -3.19790 -2.23236 0.05367 0.5 0.6 1.4
H -1.44924 -4.69497 -1.38916 -1.0 -0.7 0.2
H -4.27923 -4.69037 0.23822 0.7 0.9 0.2
S 2.76187 1.58202 1.24304 -0.5 -0.4 0.3
C 2.22384 4.88085 -0.93344 0.2 0.2 0.0
N 2.77960 3.80943 -0.08414 2.3 2.7 -1.7
H 4.55162 2.89677 0.50770 0.2 0.0 -0.3
H 3.68018 -6.30950 -0.15438 0.2 1.6 -1.2
C 2.26811 -4.37199 0.99603 0.3 0.2 -0.9
C -4.87425 -1.14760 0.04868 1.9 0.3 -1.6
H 1.48225 -5.72825 2.45716 -0.2 -0.1 0.2
H -1.86726 -0.35925 0.90109 -0.2 0.5 0.6
S 1.29515 -3.20778 1.91374 0.1 0.3 0.0
C -0.45369 -4.43654 -1.13728 1.5 -0.1 -1.1
O 0.25143 0.95460 -0.76896 -0.9 1.0 0.3
H -5.38966 3.05870 -0.04286 -0.5 0.2 -0.2
C -2.14279 3.46271 0.60400 -0.2 -0.8 -0.8
H -5.30100 -1.49469 0.91546 -1.5 -0.7 2.1
H 5.75365 5.06046 1.19573 -0.1 0.0 -0.6
C -1.60071 2.43704 -0.16633 0.2 -0.6 -0.9
Se -0.37427 -2.60714 -1.75293 0.2 0.5 -0.3
C 4.28179 3.82015 0.00509 -1.0 0.5 1.0
H -1.47424 4.04312 1.16221 0.8 0.9 0.8
H 1.46394 -6.34979 0.75413 0.1 0.3 0.8
C -2.05893 -1.30119 1.41426 -2.1 -0.3 -0.7
H 0.70794 6.30960 -0.40124 0.6 0.2 0.0
H -2.51421 -4.59829 0.41469 -0.5 0.2 0.4
H -2.05407 1.03223 -1.72479 -0.2 0.2 0.6
C 1.81306 6.22651 -0.32744 -2.0 -0.8 0.6
Eu 1.49891 -0.92546 0.25543 0.3 -0.1 -0.1
H 4.89708 -5.05971 -0.71140 -0.5 -0.1 -0.1
H -2.73357 -1.30053 2.30283 0.7 0.7 -0.5
H 4.66325 3.85957 -1.00128 0.2 -0.1 -0.4
C 2.02001 2.84709 0.33963 0.4 -1.7 1.1
H -4.59444 -0.08979 0.19499 -0.3 -0.5 -0.4
C -4.32976 2.93524 -0.14396 -2.1 -0.2 -0.7
H 2.27529 6.98538 -0.89227 0.3 1.1 -0.8
H -1.14093 -1.75943 1.66158 1.0 -0.9 0.2
H -3.58673 -4.14612 1.79428 0.3 0.3 -1.0
H -2.84835 -2.51239 -2.44293 0.5 -0.2 0.3
C -0.09598 2.07751 -0.29381 0.4 0.5 1.0
C -3.83313 2.02705 -1.03639 1.1 -1.2 0.3
H -4.42631 1.40879 -1.67186 -0.7 0.0 -0.3

---

# 4
45
Properties=species:S:1:pos:R:3:forces:R:3 method="wB97M-V/def2-TZVPD" orbital_gap_ev=10.2 relative_energy_kj_mol=33.3 e_lumo_ev=0.57 mol_weight_da=282.32 e_tot_ha=-1191.0810
C 3.10935 -1.55364 -0.15437 0.8 -0.1 -0.6
H -4.43797 0.52417 1.88140 -0.3 0.0 -0.3
C -4.07998 -0.60334 4.22083 0.3 0.1 -0.1
H 4.72942 -0.12943 -0.10473 0.2 0.0 -0.2
O 2.89328 4.17533 -0.69855 0.7 0.2 -0.8
H -2.01683 -1.86917 -2.00787 -0.3 -0.3 0.0
H 3.31531 1.40689 1.48523 0.1 0.5 0.0
C 0.10412 -1.74371 -1.87784 -0.4 -0.1 0.9
H -4.46601 -1.57436 3.91287 -0.2 -0.1 -0.1
H -3.68090 -0.35751 -0.65110 -0.1 -0.3 0.0
H -1.67746 -0.50781 1.22860 0.2 -0.2 -0.1
H 3.24909 4.39934 -1.57792 0.0 0.2 0.5
H 3.81877 -2.37470 -0.22081 0.2 -0.2 0.1
C -1.30146 -1.39307 -1.34552 0.3 0.2 -0.8
H 2.32047 -1.92019 0.49280 -0.4 0.1 0.2
O 1.76617 2.70044 -2.33498 -0.5 -0.1 -0.8
C 3.84714 -0.38310 0.46924 -0.6 0.0 0.2
H 3.27242 -0.70545 -2.16581 0.3 0.2 0.1
H 0.95424 -0.10764 -0.74246 -0.1 0.0 0.3
H 0.79473 2.64454 -2.38150 0.4 0.0 -0.2
C 2.58976 -1.29487 -1.56532 -0.8 -0.4 0.2
H 4.18455 -0.66706 1.46184 0.1 -0.1 0.2
H -3.94415 -1.19212 1.75169 -0.2 -0.2 -0.2
H -0.88325 0.73242 -0.95361 0.3 0.2 -0.3
H -4.89530 0.10668 4.34389 -0.3 0.0 0.0
C -1.66919 0.09132 -1.33235 -1.0 -0.6 0.6
C -3.60715 -0.17887 1.95957 0.3 0.5 0.9
O 3.17839 1.66116 -0.58779 -0.2 -0.2 0.3
C 2.99227 0.86190 0.60673 1.0 -0.5 0.4
H -3.58320 -0.74324 5.17207 0.1 0.1 0.2
C -2.46900 0.21572 1.06654 -0.1 -0.1 -0.1
H -2.08398 1.17179 1.40225 0.1 0.2 0.1
H 1.17261 -0.00593 -2.46119 -0.2 0.4 0.0
O -3.13189 -0.11590 3.30004 0.0 -0.3 0.0
O 0.96585 2.77032 0.06538 -0.9 -0.3 0.7
H 0.04196 -2.00339 -2.92913 0.2 0.1 -0.3
H -1.45783 -1.84642 -0.37496 0.1 0.1 0.4
H -3.23835 1.32253 -0.55366 -0.2 0.1 -0.1
H -2.00180 0.37287 -2.32567 0.4 0.3 -0.3
H 1.95720 0.60782 0.77072 -0.3 0.1 -0.2
C 1.17363 -0.69594 -1.62142 0.5 0.1 -0.9
H 0.41935 -2.65039 -1.36720 0.0 -0.3 0.0
P 2.12326 2.79990 -0.80355 -0.1 0.4 0.3
H 2.51753 -2.26128 -2.05387 0.1 -0.2 -0.3
C -2.86518 0.31342 -0.39853 0.3 0.5 0.0

---

# 5
11
Properties=species:S:1:pos:R:3:forces:R:3 method="wB97M-V/def2-TZVPD" orbital_gap_ev="8.3 / 8.4" spin_multiplicity=7 e_lumo_ev="-9.04 / -8.87" mol_weight_da=270.35 e_tot_ha=-1118.7506 total_charge=+2 s2=12.01
C -0.37278 3.89512 0.05955 0.0 0.1 0.0
H -2.00256 -2.32767 0.54177 0.5 -0.5 0.1
O -0.88323 2.91001 0.28172 -0.1 -0.2 0.0
Li -1.45870 0.90266 0.54413 0.2 0.0 -0.1
O 0.29184 -0.71266 -1.30840 -1.3 1.8 -2.7
O 0.94378 0.33755 0.52923 2.0 2.4 0.0
C 1.00230 -0.70612 -0.17153 -2.6 -3.8 2.2
C -1.24873 -1.84939 -0.06774 -3.4 1.6 -0.6
O 1.34145 -1.82207 0.25650 2.5 1.5 -0.7
C -1.01704 -0.93953 -0.91598 2.7 -2.5 1.3
Sm 3.40367 0.31211 0.25075 -0.4 -0.4 0.6

---

# 6
45
Properties=species:S:1:pos:R:3:forces:R:3 method="wB97M-V/def2-TZVPD" orbital_gap_ev="5.5 / 5.5" relative_energy_kj_mol=0.0 e_lumo_ev="-9.12 / -9.13" mol_weight_da=747.83 e_tot_ha=-8141.9351 total_charge=+2
H 0.86080 -3.31167 2.12986 0.0 0.0 0.0
O 2.97368 1.05502 -1.00577 0.0 0.0 0.0
S 2.29625 -0.48664 -0.82261 0.0 0.0 0.1
H -0.36666 -4.14194 0.48535 0.0 0.0 0.0
H -2.62524 3.58802 2.07930 0.0 0.0 0.0
S 0.78724 -2.43329 -3.85543 0.0 0.0 0.0
C -1.54870 2.26878 0.79896 0.0 0.0 0.0
H -4.42487 2.54760 -1.68661 0.0 0.0 0.0
C 2.15761 4.39956 0.14034 0.0 0.0 0.0
H 0.05138 -3.74615 -1.20479 0.0 0.0 0.0
Br -5.14564 4.24068 0.65367 0.0 0.0 0.0
H 4.84161 2.64186 -1.03161 0.0 0.0 0.0
C 0.43053 -1.22719 2.08293 0.0 0.0 0.0
H 2.23745 -2.27522 1.76699 0.0 0.0 0.0
H -0.04817 -0.41398 3.72526 0.0 0.0 0.0
S 0.16483 0.80626 -2.85091 0.0 0.0 0.0
C 4.25993 3.48067 -0.67577 0.0 0.0 0.0
H 5.87729 4.87559 -0.83498 0.0 0.0 0.0
H -2.44599 1.16827 -2.16271 0.0 0.0 0.0
C 4.84137 4.72260 -0.56861 0.0 0.0 0.0
N -1.49028 1.60415 -0.36878 0.0 -0.1 0.0
C -0.13404 -3.33668 -0.21233 0.0 0.0 0.0
O 0.41757 -1.19672 3.38385 0.0 0.0 0.0
C 2.91278 3.30953 -0.31910 0.0 0.0 0.0
S 3.33834 0.28827 -4.44033 0.0 0.0 0.0
H 2.17555 6.49361 0.59597 0.0 0.0 0.0
O 1.10571 1.78292 -0.06031 0.0 0.1 0.0
C -3.62251 2.49010 -0.96560 0.0 0.0 0.0
C -3.67838 3.18142 0.23921 0.0 0.0 0.0
O -0.10120 -0.35506 1.39662 0.0 0.0 0.0
C -1.32651 -2.39835 -0.28452 0.0 0.0 0.0
C 2.73869 5.64030 0.24662 0.0 0.0 0.0
O 1.02804 -2.62003 0.17126 0.0 0.0 0.0
C 4.07992 5.79771 -0.10991 0.0 0.0 0.0
C -2.51482 1.72001 -1.23594 0.0 0.0 0.0
C -2.61608 3.06696 1.13306 0.0 0.0 0.0
H -0.70849 2.15182 1.46568 0.0 0.0 0.0
O -2.39945 -2.50362 0.18256 0.0 0.0 0.0
C 1.17712 -2.43489 1.55890 0.0 0.0 0.0
C 2.29106 2.02602 -0.44039 -0.1 0.0 0.0
As 1.73978 -0.66547 -3.72676 -0.1 0.0 0.0
Tc 0.01659 0.19256 -0.78357 0.0 -0.1 -0.1
O -0.98038 -1.27264 -1.06289 0.0 0.0 0.1
Cl 4.80086 7.33841 0.01706 0.0 0.0 0.0
H 1.11764 4.26371 0.40400 0.0 0.0 0.0